No. 1
Formula: C3H9NO2
Source: the Open Molecules 2025 dataset
Level of theory: ωB97M-V with the def2-TZVPD basis set

Structure (XYZ):
```
15
Properties=species:S:1:pos:R:3:forces:R:3
C 1.8450 0.6088 1.1037 1.3 0.1 0.1
C 1.5522 -0.3934 -0.0556 0.5 0.5 1.3
O 1.3195 -0.1320 -1.2034 0.2 0.2 0.1
O 1.5805 -1.6180 0.4498 0.4 -1.0 1.0
H 1.0561 0.6314 1.8603 -0.2 0.0 -0.5
H 2.0004 1.5696 0.6357 -0.5 0.4 0.0
H 2.8080 0.4922 1.7272 -1.3 -0.7 -1.3
H 1.5950 -2.3754 -0.1507 -0.3 0.5 -0.5
C -2.1625 0.6755 -0.4235 0.7 -0.4 1.9
N -1.6546 -0.6619 -0.7421 1.0 0.5 -0.5
H -1.4242 1.4941 -0.5151 0.2 -0.8 0.4
H -2.4939 0.5226 0.6219 0.2 1.1 -0.2
H -2.9820 1.1318 -0.9172 -1.2 -0.4 -1.2
H -2.2983 -1.2809 -1.1905 -0.3 0.0 -0.3
H -0.7411 -0.6644 -1.2005 -0.8 0.1 -0.1
```
Forces are in eV/Å.

Computed properties:
Structure (SMILES): CC(=O)O.CN
Total charge: 0

Formally, the Löwdin partial charges of the atoms, in units of the elementary charge, are as follows: 0.009, -0.576, 0.078, 0.099, 0.080, 0.066, 0.108, 0.133, -0.192, -0.057, 0.075, 0.066, 0.039, 0.047, 0.025


No. 2
Formula: C4H12N2O
Source: the Open Molecules 2025 dataset
Level of theory: ωB97M-V with the def2-TZVPD basis set

Structure (XYZ):
```
19
Properties=species:S:1:pos:R:3:forces:R:3
C -0.8444 -0.0671 0.8301 -1.0 -0.5 1.1
C 1.4386 -0.0198 -0.3358 -0.1 -1.3 0.1
C -1.5944 1.1009 0.2777 0.0 0.0 0.1
C 1.2136 -0.0003 -1.8428 0.1 0.0 0.0
N -1.0561 -1.2996 0.3282 1.2 0.9 -0.5
N -0.4281 -0.0049 2.1368 -0.2 -0.1 -1.1
O 0.0189 -2.1160 0.4853 -0.7 -0.7 0.4
H 0.8730 -1.2266 0.1112 0.4 1.7 -0.1
H -1.4098 -1.3053 -0.6266 0.0 0.0 0.1
H -0.2142 0.9044 2.5127 0.2 -0.2 0.0
H 0.1036 -0.8161 2.4251 0.1 0.3 0.1
H 1.3514 0.9842 0.0835 -0.2 -0.1 0.2
H 2.4595 -0.3382 -0.0959 0.1 0.1 -0.1
H -1.8029 0.9706 -0.7810 0.0 0.0 0.0
H -2.5375 1.2385 0.8126 0.1 0.0 0.0
H -1.0039 2.0098 0.4022 0.0 -0.1 0.0
H 0.1844 0.2831 -2.0841 0.0 0.1 -0.1
H 1.3715 -0.9927 -2.2714 0.0 0.0 0.0
H 1.8767 0.6952 -2.3678 -0.1 0.0 -0.1
```
Forces are in eV/Å.

Computed properties:
Total charge: 0

Formally, the Löwdin partial charges of the atoms, in units of the elementary charge, are as follows: -0.420, -0.225, -0.011, -0.188, -0.071, 0.157, -0.197, 0.076, 0.144, 0.108, 0.111, 0.041, 0.053, 0.079, 0.093, 0.090, 0.042, 0.064, 0.056


No. 3
Formula: C4H13N2O
Source: the Open Molecules 2025 dataset
Level of theory: ωB97M-V with the def2-TZVPD basis set

Structure (XYZ):
```
20
Properties=species:S:1:pos:R:3:forces:R:3
N -1.0601 0.7887 -1.4160 -1.5 0.7 1.3
C 0.3671 1.2059 -1.1947 -0.9 1.2 -0.4
C 1.1399 -0.0630 -1.2258 2.1 -2.3 -0.5
N 0.5335 -1.0236 -0.2874 -0.1 0.5 1.5
C 0.8067 -0.6245 1.1328 0.2 -0.5 0.2
C -0.4338 -0.6181 2.0536 -0.4 2.2 0.2
O -1.5889 -0.0568 1.3368 -1.1 -0.8 0.2
H -1.6403 1.5926 -1.7605 0.5 -1.1 0.5
H -1.4336 0.4020 -0.4687 0.4 0.5 -1.0
H -1.1125 0.0048 -2.0659 0.0 0.1 -0.1
H 0.6170 1.8571 -2.0482 0.2 -0.2 0.5
H 0.3877 1.8176 -0.2473 0.1 -0.9 -1.0
H 1.1366 -0.5460 -2.2794 0.0 1.0 1.6
H 2.2238 0.1584 -0.9613 -1.1 -0.2 -0.5
H 0.6414 -2.0504 -0.3626 0.4 1.3 -0.7
H 1.6054 -1.2872 1.5416 -0.7 0.3 0.1
H 1.2517 0.3668 1.2424 0.0 0.1 -0.7
H -0.3047 0.0948 2.9524 0.3 -1.5 -1.2
H -0.6782 -1.5973 2.3573 -0.3 -1.1 0.6
H -2.4587 -0.4218 1.7008 2.0 0.7 -0.6
```
Forces are in eV/Å.

Computed properties:
Structure (SMILES): [NH3+]CCNCCO
Total charge: +1

Formally, the Löwdin partial charges of the atoms, in units of the elementary charge, are as follows: 0.145, -0.163, -0.236, -0.078, -0.187, -0.180, -0.145, 0.187, 0.143, 0.155, 0.138, 0.151, 0.157, 0.143, 0.141, 0.135, 0.106, 0.150, 0.096, 0.142


One value per record, in order, for molar mass: 91.1 104.2 105.2 g/mol.
One value per record, in order, for energy above the lowest of the compared OMol25 structures with the same formula, charge and spin: 31.41 103.54 48.52 kcal/mol.